110
Properties=species:S:1:pos:R:3:forces:R:3:mulliken_spin:R:1 method="wB97M-V/def2-TZVPD" multiplicity=5 total_charge=-2 fmax_ev_per_a=0.8 e_lumo_ev="3.006 / 3.006" e_above_lowest_kcal_mol=5.7 gap_ha="0.2249 / 0.2283"
Cr 0.66684 0.42874 -0.43368 0.67 -0.01 0.43 3.79
C 0.64790 3.18255 3.26109 0.03 -0.03 0.09 0.01
C 0.57225 3.98699 1.99850 -0.05 0.03 -0.09 -0.01
C 0.94928 5.32257 2.01656 0.00 -0.07 0.00 0.00
C 0.90993 6.09546 0.86593 0.03 0.04 0.02 0.00
C 0.48493 5.52068 -0.31491 -0.01 0.03 -0.05 0.00
C 0.08961 4.18698 -0.36938 0.02 0.01 -0.07 0.00
C -0.35792 3.62219 -1.69142 -0.11 0.01 -0.06 -0.12
C 0.13283 3.41206 0.79194 0.07 0.09 -0.01 0.04
N -0.22473 2.03984 0.73479 0.09 -0.21 0.02 -0.10
C -1.35745 1.72009 1.35700 -0.18 -0.11 0.21 0.02
O -2.15652 2.45985 1.95587 0.03 0.00 -0.05 0.01
C -1.68550 0.24644 1.29114 -0.12 -0.22 0.03 0.12
C -2.75561 -0.34565 1.94554 0.14 0.06 -0.10 0.00
C -2.96695 -1.70530 1.74617 -0.07 -0.02 0.04 0.02
C -2.13712 -2.44005 0.90811 0.15 0.11 -0.07 -0.01
C -1.08438 -1.77516 0.29423 -0.18 0.07 0.16 0.15
N -0.89088 -0.48156 0.51862 -0.01 0.05 -0.18 -0.13
C -0.10021 -2.42189 -0.65925 -0.15 -0.15 0.04 0.06
O -0.22958 -3.62953 -0.88893 0.04 0.07 -0.03 0.02
N 0.80134 -1.55815 -1.14192 -0.08 0.13 0.10 -0.10
C 1.79202 -2.13948 -1.97605 0.02 -0.04 -0.05 0.06
C 1.49026 -2.46887 -3.30090 0.03 0.04 0.05 -0.03
C 0.12884 -2.16767 -3.85862 0.01 0.08 -0.01 0.02
C 2.46030 -3.08135 -4.08405 -0.02 0.01 -0.05 0.00
C 3.71014 -3.37277 -3.56345 0.04 0.00 0.00 0.00
C 4.00074 -3.02983 -2.25364 0.04 -0.01 -0.01 0.00
C 3.06092 -2.40001 -1.44713 -0.08 -0.07 -0.05 -0.10
C 3.38846 -2.02575 -0.03406 0.03 0.05 0.03 0.04
H 1.02992 3.79432 4.07845 -0.02 0.01 0.01 0.00
H 1.32736 2.33711 3.15471 0.03 -0.06 -0.02 -0.01
H -0.33136 2.79537 3.54437 -0.01 0.00 -0.02 0.00
H 1.28849 5.75332 2.95146 0.01 0.02 0.01 0.00
H 1.22116 7.13260 0.89309 -0.01 0.02 -0.01 0.00
H 0.45747 6.10609 -1.22766 0.00 0.03 -0.02 0.00
H -1.18747 4.21293 -2.09548 0.00 -0.02 0.01 0.00
H -0.68588 2.58764 -1.59969 -0.03 0.13 -0.01 0.12
H 0.45835 3.65149 -2.41592 -0.03 0.02 0.01 0.00
H -3.38594 0.26643 2.57452 -0.02 -0.01 0.01 0.00
H -3.79309 -2.19718 2.24637 0.00 -0.01 0.01 0.00
H -2.26950 -3.49496 0.71738 -0.01 -0.01 0.00 0.00
H -0.12765 -1.11771 -3.69378 0.00 -0.02 0.00 0.00
H -0.63248 -2.77983 -3.36912 -0.01 -0.01 0.01 0.00
H 0.10075 -2.36034 -4.93239 -0.01 -0.03 0.01 0.00
H 2.22335 -3.33538 -5.11184 0.01 -0.01 -0.01 0.00
H 4.46122 -3.84981 -4.18078 0.01 -0.02 -0.01 0.00
H 4.98067 -3.24171 -1.84137 0.02 -0.01 0.00 0.00
H 4.40845 -2.31471 0.21774 0.02 0.00 0.01 0.00
H 2.71013 -2.50358 0.67312 -0.02 0.01 0.03 0.00
H 3.28640 -0.94723 0.11607 -0.01 -0.01 -0.01 0.02
C 4.59491 0.20328 -3.23239 -0.07 0.07 0.03 0.00
Ge 3.85227 1.78908 -2.33832 0.19 -0.06 0.22 0.03
C 3.63402 3.16315 -3.76009 -0.03 -0.05 0.09 0.00
C 5.23350 2.51800 -1.13222 -0.05 -0.02 -0.09 0.00
C 2.20593 1.56633 -1.37574 -0.54 -0.11 -0.40 0.06
H 5.36658 0.50948 -3.94152 0.02 0.00 -0.03 0.00
H 3.82546 -0.35482 -3.76876 -0.01 0.01 0.00 0.00
H 5.03979 -0.47603 -2.50731 0.02 0.01 0.03 0.00
H 4.56603 3.33158 -4.30268 0.05 0.00 -0.02 0.00
H 3.32409 4.10697 -3.30681 -0.01 0.03 0.01 0.00
H 2.86572 2.86507 -4.47630 -0.01 -0.03 -0.01 0.00
H 6.14353 2.77829 -1.67576 0.03 0.00 -0.01 0.00
H 5.48907 1.80059 -0.35299 -0.01 -0.05 0.02 0.00
H 4.85211 3.41788 -0.64747 -0.01 0.03 0.02 0.00
H 1.46430 1.47465 -2.21026 0.15 0.25 -0.13 -0.05
H 2.01329 2.56646 -0.95953 0.09 -0.02 0.00 -0.04
N 1.53440 -0.51433 2.47647 -0.06 -0.08 -0.11 0.07
C 2.66005 -0.79872 3.26598 0.07 0.00 0.09 0.03
C 3.75661 0.05715 3.28018 -0.04 -0.01 -0.05 -0.01
C 4.86619 -0.23719 4.06146 0.09 0.11 -0.01 0.00
C 4.90873 -1.38228 4.83580 0.05 -0.02 0.06 0.00
C 3.82774 -2.25111 4.79702 0.00 -0.12 0.06 0.00
C 2.71743 -1.97080 4.02134 -0.04 0.05 -0.03 0.00
S 6.29998 -1.73637 5.91574 0.08 -0.03 0.05 0.00
O 5.77536 -1.53132 7.26364 0.00 0.00 -0.08 0.00
O 7.32644 -0.77428 5.52814 -0.07 -0.06 0.00 0.00
O 6.64018 -3.12779 5.63349 -0.03 0.08 0.00 0.00
H 0.68469 -0.94162 2.81206 -0.03 -0.02 0.00 0.02
H 1.38787 0.46720 2.29901 -0.02 0.11 0.00 -0.07
H 3.74131 0.95512 2.67104 -0.02 0.02 -0.01 0.00
H 5.71929 0.42855 4.07848 0.01 0.00 0.01 0.00
H 3.86650 -3.15931 5.38517 0.01 -0.01 0.01 0.00
H 1.87991 -2.66036 4.00014 -0.02 -0.01 -0.01 0.00
C -3.93155 3.12899 -0.71287 0.04 0.10 0.00 0.00
C -3.61247 2.00464 -1.63310 -0.03 0.05 0.06 0.03
N -2.70583 1.08946 -1.42795 0.02 0.00 0.06 -0.02
C -2.73671 0.25457 -2.51863 -0.09 -0.10 -0.06 0.02
C -3.68479 0.66791 -3.39902 -0.02 -0.07 -0.03 0.03
N -4.24898 1.79588 -2.83027 0.15 0.05 -0.06 0.00
C -5.36762 2.52657 -3.32703 -0.02 0.08 -0.05 0.00
N -6.59156 1.75228 -3.21561 -0.21 -0.14 0.03 0.00
N -7.55747 1.91945 -4.13967 -0.02 -0.02 0.06 0.00
N -8.58599 1.22296 -3.82153 0.05 0.08 -0.10 0.00
C -8.31084 0.56289 -2.64872 0.03 -0.04 0.09 0.00
C -9.10006 -0.32557 -1.90503 0.09 0.04 -0.02 0.00
C -8.54345 -0.85342 -0.76708 0.00 0.01 -0.02 0.00
C -7.22843 -0.52188 -0.37126 0.06 0.02 0.00 0.00
C -6.43807 0.34607 -1.08675 -0.06 -0.04 0.00 0.00
C -7.01740 0.89648 -2.24036 -0.05 -0.02 -0.03 0.00
H -3.38037 2.98943 0.21749 0.00 0.00 0.00 0.00
H -4.99848 3.17364 -0.48006 -0.02 0.00 0.01 0.00
H -3.63167 4.09000 -1.14225 -0.03 -0.03 0.01 0.00
H -2.07479 -0.59358 -2.59266 0.01 0.00 -0.02 0.00
H -4.02045 0.28053 -4.34509 0.00 0.00 -0.02 0.00
H -5.26468 2.76944 -4.38516 0.04 0.00 0.06 0.00
H -5.45820 3.45006 -2.75413 0.03 -0.03 -0.04 0.00
H -10.09908 -0.57846 -2.23049 -0.03 -0.01 -0.01 0.00
H -9.11012 -1.54640 -0.15936 -0.01 0.00 -0.01 0.00
H -6.82179 -0.97781 0.52188 0.01 0.00 0.01 0.00
H -5.42511 0.56154 -0.77983 0.03 0.00 0.03 0.00